{
  "formula": "C33H38BN9O2PtS3",
  "method": "ωB97M-V/def2-TZVPD",
  "symbols": ["Pt", "S", "S", "S", "O", "O", "N", "N", "N", "N", "N", "N", "N", "N", "N", "C", "C", "C", "C", "C", "C", "C", "C", "C", "C", "C", "C", "C", "C", "C", "C", "C", "C", "C", "C", "C", "C", "C", "C", "C", "C", "C", "C", "C", "C", "C", "C", "C", "B", "H", "H", "H", "H", "H", "H", "H", "H", "H", "H", "H", "H", "H", "H", "H", "H", "H", "H", "H", "H", "H", "H", "H", "H", "H", "H", "H", "H", "H", "H", "H", "H", "H", "H", "H", "H", "H", "H"],
  "coordinates": [[0.19663, 1.09802, -0.99048], [-3.82951, 1.20841, -0.82747], [-3.02943, -1.82948, 0.56645], [-5.94765, -2.20441, -1.28482], [0.04964, -1.18612, -1.05593], [0.50688, -0.31776, 0.89654], [-0.21419, 1.33680, -3.09524], [1.37475, 3.68977, -1.95670], [3.10537, 2.70341, -5.28638], [0.61103, 2.13082, -3.80408], [0.42438, 3.23883, -1.09395], [2.36224, 1.14289, -1.29159], [2.59277, 3.52747, -4.24051], [2.74402, 1.65500, -2.48819], [1.05294, -1.93224, 2.90631], [4.33517, 0.25599, -1.82892], [-3.95731, -3.33341, 0.38323], [0.81706, -2.68390, 0.62445], [1.11957, -0.93860, 6.41905], [3.94358, 1.12951, -2.81923], [-4.69161, -3.42830, -1.00502], [0.92180, -2.00819, 4.25140], [0.28436, -3.23104, 6.22599], [-4.15449, 0.71022, 0.88150], [1.39157, -4.96257, 0.04776], [2.81315, 4.77932, -4.51934], [0.41423, -3.18403, 4.86734], [0.93409, -3.70237, -0.31230], [1.77102, -5.20757, 1.35998], [0.64908, -2.12169, 6.99656], [3.52513, 4.85233, -5.76523], [1.66264, -4.21265, 2.31558], [0.18762, 4.20082, -0.21487], [1.25565, -0.85895, 5.03656], [3.64964, 3.49226, -6.15894], [1.73486, 4.93431, -1.57607], [1.15206, -2.95821, 1.97004], [-1.22768, 1.00172, -3.87747], [1.80664, 0.39538, 4.42934], [0.99427, 5.30814, -0.48120], [-5.26155, 0.50449, -1.69148], [-5.08873, -0.92220, -2.24021], [-4.37828, -0.77675, 1.08449], [1.50040, 0.21497, 7.29689], [3.29965, 0.29149, -0.89926], [0.41983, -1.32900, 0.13215], [0.10113, 2.29886, -5.04231], [-1.07152, 1.58591, -5.13637], [1.83116, 2.74902, -3.09519], [-2.00972, 0.36747, -3.49686], [1.20015, 0.03574, 8.32616], [1.00743, -1.00967, 2.45525], [-0.11854, -4.11145, 6.70643], [-3.30083, 1.06858, 1.45878], [-5.26432, -1.10932, 0.49847], [5.24636, -0.31253, -1.78467], [2.46762, 5.60582, -3.91960], [2.02245, -4.39031, 3.31846], [4.44584, 1.39248, -3.72893], [-3.25910, -4.16919, 0.41492], [1.48599, -5.73827, -0.69901], [1.03617, 1.14374, 6.96455], [2.58146, 0.36963, 7.28602], [0.68049, -3.47977, -1.33927], [-4.03799, -1.19929, -2.32543], [2.78593, 0.61448, 4.85935], [0.59819, 2.89480, -5.78820], [4.11289, 3.09314, -7.04817], [-5.20133, -4.39396, -1.01942], [1.04166, 6.23976, 0.05292], [2.52014, 5.48852, -2.05980], [0.54897, -2.17187, 8.07306], [-5.42733, 1.17462, -2.53448], [-4.68010, -3.45060, 1.18898], [2.17704, -6.17004, 1.63897], [1.16391, 1.24450, 4.66796], [0.07872, -4.00562, 4.25304], [-3.96002, -3.39132, -1.80968], [3.19232, -0.23283, 0.03554], [-0.53167, 4.05023, 0.57214], [-4.64429, -0.99910, 2.12131], [-5.54412, -0.99365, -3.23142], [1.93114, 0.36118, 3.35024], [-5.03473, 1.24039, 1.24810], [3.86857, 5.74447, -6.26370], [-1.71472, 1.49923, -5.99335], [-6.14870, 0.59332, -1.06156]],
  "forces_ev_per_angstrom": [[-0.01, -0.39, -0.34], [0.01, -0.11, 0.02], [-0.06, 0.06, -0.01], [0.05, 0.01, -0.03], [-0.01, 0.29, 0.00], [0.12, 0.12, 0.33], [0.08, -0.03, 0.02], [-0.14, -0.02, 0.00], [0.17, -0.15, 0.00], [-0.15, 0.10, 0.12], [-0.08, -0.04, 0.11], [-0.29, -0.16, -0.21], [0.18, 0.33, 0.00], [0.16, 0.14, 0.06], [0.00, 0.08, -0.01], [0.04, 0.07, -0.07], [0.00, 0.03, 0.02], [-0.03, -0.07, -0.04], [-0.01, -0.06, -0.08], [-0.02, -0.01, 0.04], [-0.02, 0.00, -0.03], [-0.02, 0.01, 0.06], [0.00, -0.02, -0.05], [0.02, -0.01, -0.01], [-0.01, 0.01, 0.01], [-0.31, -0.06, 0.31], [-0.01, -0.02, 0.06], [-0.01, 0.02, 0.03], [-0.01, 0.01, -0.01], [-0.01, 0.03, -0.02], [0.04, -0.05, -0.14], [-0.01, 0.01, -0.01], [0.12, 0.03, -0.02], [-0.02, -0.06, 0.06], [0.06, -0.11, -0.13], [0.10, 0.16, 0.11], [0.02, -0.06, -0.07], [0.07, 0.03, -0.02], [0.02, 0.03, -0.02], [0.00, -0.04, 0.00], [-0.04, 0.09, -0.01], [0.02, -0.04, 0.03], [0.08, 0.00, 0.04], [0.01, 0.04, 0.03], [-0.01, 0.05, 0.04], [-0.07, -0.02, 0.13], [-0.05, 0.00, -0.11], [0.02, 0.04, -0.01], [0.02, -0.06, -0.06], [0.00, -0.04, 0.00], [0.01, 0.00, 0.01], [0.02, 0.00, 0.02], [0.00, -0.01, 0.00], [0.02, -0.02, -0.01], [-0.04, -0.03, -0.03], [0.02, -0.01, -0.01], [0.01, -0.08, -0.06], [0.01, 0.00, 0.00], [0.05, 0.07, -0.12], [0.01, 0.00, 0.00], [0.00, -0.01, -0.01], [0.00, 0.00, 0.01], [0.00, 0.02, 0.00], [0.00, 0.00, -0.01], [-0.02, -0.01, 0.04], [0.00, 0.01, 0.00], [-0.02, -0.02, 0.00], [0.01, 0.00, 0.00], [-0.02, 0.01, 0.00], [0.00, 0.02, 0.00], [-0.04, -0.07, 0.11], [0.00, 0.00, 0.01], [0.00, -0.01, -0.01], [0.01, 0.00, 0.01], [0.01, -0.01, 0.00], [0.00, 0.01, 0.00], [-0.01, 0.00, 0.01], [-0.03, -0.01, -0.01], [-0.03, -0.05, -0.01], [-0.02, 0.00, 0.00], [-0.02, -0.03, 0.00], [0.03, -0.02, -0.03], [0.00, 0.00, -0.01], [0.01, 0.01, 0.00], [0.01, 0.03, -0.03], [0.00, 0.00, -0.02], [0.00, 0.03, 0.01]],
  "mulliken_spin": [1.487, 0.023, 0.272, 0.535, 0.059, 0.023, 0.223, -0.031, 0.193, -0.037, 0.152, 0.154, 0.139, -0.005, 0.353, 0.011, 0.041, 0.050, -0.044, 0.013, 0.007, 0.117, -0.034, -0.004, 0.093, 0.207, 0.149, -0.035, -0.044, 0.227, 0.351, 0.128, -0.008, 0.150, 0.101, 0.001, -0.019, -0.024, -0.009, 0.005, 0.005, -0.019, 0.017, -0.001, 0.006, -0.012, 0.003, 0.001, -0.041, 0.001, -0.002, -0.087, 0.001, 0.003, 0.038, 0.001, 0.011, -0.001, -0.008, 0.003, 0.002, -0.002, -0.003, 0.006, 0.006, 0.009, -0.002, 0.008, 0.023, 0.000, 0.001, 0.002, 0.000, 0.004, 0.000, 0.010, -0.002, 0.008, 0.005, 0.001, 0.014, 0.032, -0.001, 0.001, -0.011, 0.000, -0.001],
  "homo_ev": [-14.7, -15.6],
  "homo_lumo_gap_ha": [0.2978, 0.1726],
  "total_charge": 3,
  "spin_multiplicity": 6,
  "relative_energy_ev": 0.134,
  "lumo_ha": [-0.2406, -0.4023]
}